{"formula": "C49H35MoN5O9PS5", "method": "wB97M-V/def2-TZVPD", "symbols": ["Mo", "C", "C", "N", "C", "C", "S", "C", "C", "S", "C", "N", "C", "H", "H", "H", "H", "H", "H", "H", "H", "O", "C", "O", "C", "C", "C", "C", "C", "C", "O", "N", "O", "O", "N", "O", "O", "H", "H", "C", "C", "C", "C", "C", "C", "C", "C", "C", "C", "C", "C", "C", "C", "C", "N", "H", "H", "H", "H", "H", "H", "H", "H", "H", "H", "O", "C", "O", "C", "C", "C", "C", "S", "C", "C", "H", "H", "H", "H", "H", "S", "P", "S", "C", "C", "C", "C", "C", "C", "C", "C", "C", "C", "C", "C", "H", "H", "H", "H", "H", "H", "H", "H", "H", "H"], "positions_angstrom": [[0.65680, 0.08903, -1.21350], [1.23264, 2.61946, -4.04303], [0.01316, 1.77031, -4.03152], [-0.32120, 0.83886, -3.16608], [-1.46244, 0.15925, -3.57955], [-2.02104, 0.62571, -4.72047], [-1.08153, 1.90439, -5.33489], [-1.86929, -1.02058, -2.82801], [-2.97732, -1.77933, -3.02298], [-2.93247, -3.11381, -1.97342], [-1.44006, -2.58944, -1.32369], [-1.00502, -1.47795, -1.86516], [-0.78983, -3.39558, -0.25621], [2.10739, 1.97622, -3.95194], [1.23069, 3.33604, -3.22767], [1.28690, 3.16680, -4.98321], [-2.88239, 0.23870, -5.23734], [-3.78443, -1.61314, -3.71674], [-1.43405, -4.22801, 0.02037], [-0.65450, -2.76915, 0.62663], [0.17862, -3.76822, -0.58599], [2.70530, -3.14115, 0.34880], [2.13369, -2.07365, 0.39770], [1.51378, -1.57494, -0.64616], [2.03059, -1.31416, 1.67829], [2.41290, -1.96474, 2.82891], [2.30395, -1.32620, 4.05548], [1.83411, -0.03411, 4.14493], [1.45865, 0.63222, 2.99768], [1.52211, 0.00911, 1.71657], [1.12831, 0.62543, 0.65936], [0.95200, 1.99487, 3.18173], [0.74389, 2.69083, 2.20704], [0.77847, 2.37755, 4.33066], [2.68594, -2.02646, 5.27690], [2.55901, -1.43742, 6.33711], [3.09186, -3.16942, 5.17291], [2.78900, -2.97503, 2.75905], [1.75578, 0.45674, 5.10026], [4.90448, 1.03383, -1.90025], [4.96666, 2.37829, -1.55212], [3.81522, 3.04024, -1.16611], [2.59645, 2.36094, -1.14213], [2.51475, 1.01392, -1.52794], [3.69275, 0.35772, -1.87802], [1.32827, 3.02085, -0.79632], [1.26747, 4.36778, -0.37019], [0.06508, 4.93401, -0.09503], [-1.12257, 4.19016, -0.27493], [-2.40036, 4.73695, -0.02010], [-3.52555, 3.98980, -0.21609], [-3.41107, 2.66553, -0.68575], [-2.18698, 2.11592, -0.94080], [-1.00576, 2.85967, -0.72457], [0.22648, 2.29620, -0.94566], [5.80478, 0.50513, -2.19020], [5.91227, 2.90543, -1.57097], [3.88016, 4.08407, -0.88503], [3.66982, -0.69142, -2.13949], [2.18127, 4.92486, -0.23351], [0.00153, 5.95296, 0.26812], [-2.46274, 5.75649, 0.34207], [-4.50404, 4.39703, 0.00112], [-4.30290, 2.06275, -0.81200], [-2.12462, 1.08977, -1.25846], [6.16674, -5.84546, -2.77869], [6.16475, -4.80584, -3.64893], [7.11604, -4.65141, -4.36686], [4.96239, -3.93104, -3.65895], [4.88346, -2.95188, -4.64945], [3.80641, -2.09348, -4.71202], [2.74804, -2.18547, -3.79461], [1.42151, -1.05401, -3.85886], [2.82588, -3.18016, -2.81542], [3.91894, -4.02241, -2.73877], [5.33669, -5.86624, -2.29543], [5.69618, -2.87499, -5.35983], [3.76652, -1.32433, -5.47350], [2.03758, -3.26218, -2.08389], [3.93065, -4.72729, -1.91315], [-3.89776, -2.83768, 1.38690], [-3.23454, -1.07486, 1.99362], [-1.65715, -0.20985, 1.11171], [-2.93397, -1.12792, 3.80095], [-1.82898, -0.51000, 4.37142], [-1.62730, -0.55436, 5.74463], [-2.53689, -1.21333, 6.55683], [-3.64628, -1.83153, 5.99226], [-3.84241, -1.79448, 4.62088], [-4.56986, 0.18584, 1.87701], [-4.40614, 1.41536, 2.51283], [-5.36145, 2.40793, 2.37537], [-6.48690, 2.18878, 1.58772], [-6.65152, 0.96929, 0.94853], [-5.69784, -0.03271, 1.09910], [-1.12474, -0.00796, 3.72376], [-0.75836, -0.07326, 6.17792], [-2.37945, -1.25309, 7.62791], [-4.35528, -2.35379, 6.62359], [-4.68889, -2.29877, 4.17082], [-3.51794, 1.59721, 3.10833], [-5.22433, 3.35883, 2.87726], [-7.23484, 2.96578, 1.47944], [-7.52940, 0.79072, 0.33878], [-5.82035, -0.99792, 0.62237]], "total_energy_ha": -5239.81640, "multiplicity": 3, "e_above_lowest_kj_mol": 31.8, "total_charge": -1}

***

{"formula": "C49H36BrF4MgN2OPSi", "method": "wB97M-V/def2-TZVPD", "symbols": ["Mg", "O", "C", "C", "C", "C", "C", "C", "N", "H", "H", "H", "H", "H", "H", "H", "F", "C", "C", "F", "C", "F", "C", "P", "C", "C", "C", "C", "C", "C", "C", "C", "C", "C", "C", "C", "C", "Br", "C", "F", "H", "H", "H", "H", "H", "H", "H", "H", "H", "H", "N", "C", "C", "C", "C", "C", "C", "C", "H", "H", "H", "H", "C", "C", "C", "C", "C", "C", "Si", "C", "C", "C", "C", "C", "C", "C", "C", "C", "C", "C", "C", "H", "H", "H", "H", "H", "H", "H", "H", "H", "H", "H", "H", "H", "H", "H"], "positions_angstrom": [[-0.81384, 0.08155, 0.26857], [-0.73531, 0.48639, 2.37837], [-1.76908, -0.17805, 3.10723], [-3.03411, -0.27205, 2.28732], [-4.24445, -0.58231, 2.88438], [-5.35792, -0.75433, 2.08078], [-5.22536, -0.61378, 0.70921], [-3.98430, -0.29534, 0.19339], [-2.90473, -0.11804, 0.96662], [-0.65724, 1.41486, 2.64697], [-1.95354, 0.32656, 4.05531], [-1.40748, -1.18669, 3.31918], [-4.30726, -0.69022, 3.95939], [-6.31644, -0.99660, 2.52062], [-6.06441, -0.75042, 0.04260], [-3.83126, -0.18005, -0.87046], [-5.09505, 4.64733, -2.39931], [-3.94299, 4.17669, -1.90698], [-3.16033, 4.96857, -1.07986], [-3.57788, 6.20781, -0.78912], [-1.97500, 4.45634, -0.58332], [-1.25896, 5.31009, 0.20754], [-1.50376, 3.19105, -0.84575], [0.95547, 1.97441, -0.10432], [1.40285, 2.88582, -1.60608], [1.45288, 2.18776, -2.81012], [1.76289, 2.84835, -3.98944], [2.02385, 4.21117, -3.97297], [1.97218, 4.90966, -2.77492], [1.65898, 4.25215, -1.59454], [1.08827, 3.12224, 1.31472], [-0.04069, 3.45214, 2.06500], [0.07138, 4.21580, 3.21797], [1.31453, 4.68226, 3.62204], [2.43961, 4.38637, 2.86642], [2.32866, 3.60493, 1.72462], [-2.31057, 2.47859, -1.68378], [-1.76442, 0.67463, -2.29782], [-3.51128, 2.90409, -2.22478], [-4.26189, 2.14291, -3.03637], [1.25765, 1.12323, -2.82897], [1.79568, 2.29791, -4.92105], [2.26175, 4.72867, -4.89329], [2.16407, 5.97473, -2.75820], [1.58306, 4.81289, -0.67134], [-1.01910, 3.17091, 1.68858], [-0.81617, 4.47206, 3.78277], [1.40421, 5.28682, 4.51515], [3.41023, 4.75805, 3.16844], [3.21754, 3.35720, 1.15695], [6.32509, -2.71724, 0.99084], [5.52018, -1.91104, 0.83814], [4.50926, -0.90689, 0.64116], [3.51123, -0.72660, 1.59806], [2.51534, 0.20074, 1.37177], [2.48502, 0.96895, 0.20261], [3.50772, 0.79665, -0.72515], [4.51188, -0.13711, -0.51327], [3.51292, -1.33092, 2.49570], [1.73801, 0.32627, 2.11748], [3.52472, 1.38121, -1.63412], [5.28856, -0.28086, -1.25205], [0.75112, -5.03176, 3.57665], [0.92355, -3.65641, 3.64197], [0.66182, -2.87495, 2.52304], [0.23036, -3.43395, 1.31658], [0.06733, -4.82157, 1.27843], [0.32202, -5.61266, 2.39067], [-0.07821, -2.32832, -0.19881], [-1.54849, -3.13956, -1.09304], [-2.68377, -3.48050, -0.34813], [-3.83368, -3.96789, -0.95186], [-3.88151, -4.11928, -2.33235], [-2.76873, -3.78973, -3.09202], [-1.61828, -3.30909, -2.47746], [1.45088, -2.49004, -1.30460], [2.54419, -3.30273, -0.99661], [3.66395, -3.34913, -1.81884], [3.71213, -2.58422, -2.97572], [2.63819, -1.76685, -3.30325], [1.52978, -1.71841, -2.47001], [0.95320, -5.64822, 4.44342], [1.26481, -3.19553, 4.56162], [0.81038, -1.80026, 2.58249], [-0.27001, -5.29274, 0.36128], [0.18844, -6.68586, 2.33164], [-2.66529, -3.37237, 0.73379], [-4.69236, -4.23404, -0.34643], [-4.77624, -4.49822, -2.80994], [-2.79283, -3.91239, -4.16800], [-0.75667, -3.07235, -3.09232], [2.52702, -3.90704, -0.09579], [4.50318, -3.97955, -1.55084], [4.58340, -2.62301, -3.61794], [2.66909, -1.16373, -4.20353], [0.70040, -1.06594, -2.73270]], "total_energy_ha": -5878.02488, "e_above_lowest_kj_mol": 22.7}